No. 1
{"formula": "C24H34ClN2O12", "method": "ωB97M-V with the def2-TZVPD basis set", "total_charge": -1, "lumo_ev": 2.353, "homo_ha": -0.21645, "orbital_gap_ev": 8.24, "elements": ["Cl", "O", "O", "O", "O", "O", "C", "O", "C", "C", "C", "H", "H", "H", "H", "H", "H", "O", "C", "O", "C", "C", "C", "H", "H", "H", "H", "H", "H", "O", "C", "O", "C", "C", "C", "H", "H", "H", "H", "H", "H", "O", "C", "O", "C", "C", "C", "H", "H", "H", "H", "H", "H", "N", "C", "C", "C", "C", "H", "H", "H", "H", "H", "N", "C", "C", "C", "C", "H", "H", "H", "H", "H"], "coordinates": [[0.222, 0.829, 0.390], [1.309, 1.393, 1.140], [-0.763, 1.837, 0.372], [0.621, 0.408, -0.894], [-0.310, -0.233, 1.136], [3.526, 2.466, -2.763], [3.358, 1.559, -3.513], [4.322, 0.778, -4.024], [3.893, -0.344, -4.876], [2.442, -0.312, -4.667], [2.040, 1.084, -4.158], [4.385, -1.269, -4.574], [4.296, -0.073, -5.851], [2.096, -1.103, -4.002], [1.887, -0.697, -5.522], [1.272, 0.924, -3.400], [1.842, 1.652, -5.067], [4.846, -2.372, -1.157], [5.102, -1.352, -0.479], [6.064, -1.448, 0.431], [5.804, -0.544, 1.538], [4.312, -0.099, 1.349], [4.059, -0.245, -0.117], [6.529, 0.230, 1.289], [5.988, -1.072, 2.474], [4.235, 0.978, 1.498], [3.740, -0.695, 2.060], [4.562, 0.534, -0.691], [3.078, -0.460, -0.541], [-5.326, -3.092, 4.094], [-4.650, -2.101, 3.700], [-3.801, -1.399, 4.433], [-3.220, -0.417, 3.715], [-3.583, -0.530, 2.265], [-4.452, -1.758, 2.217], [-2.158, -0.625, 3.837], [-3.478, 0.539, 4.171], [-2.756, -0.529, 1.555], [-4.161, 0.343, 1.961], [-3.934, -2.662, 1.894], [-5.328, -1.446, 1.649], [-3.659, -3.461, -2.001], [-2.852, -3.830, -1.159], [-2.564, -5.122, -0.860], [-1.410, -5.278, -0.077], [-1.282, -3.947, 0.667], [-1.913, -2.984, -0.436], [-0.564, -5.576, -0.696], [-1.567, -6.107, 0.614], [-0.248, -3.850, 1.000], [-1.764, -4.069, 1.637], [-1.126, -2.683, -1.126], [-2.367, -2.115, 0.039], [-2.090, 1.995, -4.182], [-2.559, 2.941, -5.067], [-2.600, 4.175, -4.384], [-1.946, 3.925, -3.157], [-1.740, 2.588, -3.022], [-2.039, 1.021, -4.444], [-2.940, 2.614, -6.023], [-2.878, 5.180, -4.665], [-1.868, 4.618, -2.333], [-1.361, 2.048, -2.167], [-0.800, 2.808, 3.849], [-0.508, 4.006, 4.356], [-0.376, 3.736, 5.728], [-0.280, 2.372, 5.930], [-0.682, 1.790, 4.755], [-0.872, 2.646, 2.855], [-0.245, 4.802, 3.674], [-0.172, 4.466, 6.497], [-0.070, 1.857, 6.857], [-0.566, 0.755, 4.469]]}


No. 2
{"formula": "C24H34IrNOSi", "method": "ωB97M-V with the def2-TZVPD basis set", "total_charge": -1, "lumo_ev": [2.485, 0.729], "homo_ha": [0.01464, -0.15566], "s_squared": 8.787, "orbital_gap_ev": [2.09, 4.96], "spin_multiplicity": 6, "elements": ["Ir", "C", "C", "C", "H", "C", "C", "H", "H", "H", "H", "C", "C", "C", "H", "C", "C", "H", "H", "H", "H", "O", "C", "C", "C", "C", "C", "H", "H", "H", "H", "H", "H", "H", "H", "H", "H", "C", "Si", "C", "C", "N", "C", "C", "C", "C", "C", "C", "H", "H", "H", "H", "H", "H", "H", "H", "H", "H", "H", "H", "H", "H"], "coordinates": [[-0.327, -0.974, 0.096], [-2.379, -0.617, -0.484], [-1.577, 0.446, -1.017], [-0.623, -0.160, -1.940], [-1.592, 1.490, -0.752], [-0.865, -1.596, -1.954], [-1.932, -1.849, -1.027], [-2.333, -2.852, -0.791], [-3.185, -0.483, 0.255], [0.163, 0.345, -2.441], [-0.301, -2.297, -2.533], [0.253, -0.349, 2.178], [-0.259, -1.725, 2.138], [0.612, -2.550, 1.261], [-1.120, -2.072, 2.641], [1.690, -1.653, 0.780], [1.484, -0.307, 1.330], [2.030, 0.525, 1.114], [-0.159, 0.475, 2.645], [0.487, -3.537, 1.025], [2.472, -1.908, 0.116], [1.256, 1.758, -0.796], [3.411, 0.666, -2.135], [2.976, 1.991, -2.620], [2.923, -0.625, -2.796], [4.497, 0.619, -1.045], [1.728, 2.501, -1.771], [2.651, 2.064, -3.722], [3.750, 2.834, -2.549], [1.881, 3.588, -1.376], [0.863, 2.809, -2.485], [3.604, -1.370, -3.526], [1.968, -0.401, -3.393], [2.514, -1.246, -1.941], [5.730, 0.492, -1.240], [4.221, -0.166, -0.270], [4.331, 1.597, -0.452], [1.248, 3.358, 1.980], [-0.535, 3.589, 2.473], [-0.758, 3.508, 4.340], [-1.229, 5.201, 1.822], [-1.488, 2.281, 1.857], [-2.734, 1.874, 1.849], [-3.159, 0.795, 2.706], [-4.499, 0.538, 2.907], [-5.480, 1.245, 2.199], [-5.093, 2.212, 1.238], [-3.747, 2.485, 1.028], [1.886, 4.165, 2.378], [1.363, 3.308, 0.884], [1.631, 2.405, 2.365], [-0.341, 4.387, 4.850], [-1.836, 3.458, 4.557], [-0.292, 2.608, 4.762], [-0.953, 5.376, 0.773], [-2.328, 5.163, 1.884], [-0.874, 6.053, 2.420], [-2.376, 0.267, 3.261], [-4.787, -0.233, 3.634], [-6.541, 1.043, 2.368], [-5.847, 2.735, 0.660], [-3.417, 3.217, 0.285]]}


No. 3
{"formula": "C24H34LuN3O5S2", "method": "ωB97M-V with the def2-TZVPD basis set", "lumo_ev": 0.541, "homo_ha": -0.27508, "orbital_gap_ev": 8.03, "elements": ["Lu", "C", "O", "C", "C", "O", "C", "C", "O", "C", "H", "H", "H", "H", "H", "H", "H", "H", "H", "H", "H", "H", "H", "H", "O", "C", "O", "C", "C", "C", "C", "C", "C", "S", "H", "H", "H", "H", "C", "N", "C", "C", "N", "C", "S", "H", "H", "H", "H", "H", "H", "C", "C", "C", "C", "C", "C", "H", "H", "H", "H", "H", "H", "H", "H", "H", "N", "C", "H"], "coordinates": [[0.658, -0.171, -0.183], [-1.445, -1.015, 2.895], [-0.372, -1.551, 2.149], [-0.321, -2.953, 2.122], [0.995, -3.282, 1.484], [1.039, -2.631, 0.215], [1.123, -3.427, -0.965], [-0.118, -3.175, -1.760], [-0.149, -1.791, -2.050], [-1.296, -1.447, -2.831], [-1.423, -1.407, 3.918], [-2.401, -1.243, 2.419], [-1.324, 0.065, 2.910], [-1.159, -3.359, 1.540], [-0.365, -3.371, 3.136], [1.128, -4.357, 1.356], [1.821, -2.897, 2.083], [1.205, -4.483, -0.700], [2.020, -3.125, -1.507], [-1.009, -3.457, -1.185], [-0.107, -3.753, -2.691], [-1.299, -2.052, -3.741], [-1.222, -0.396, -3.083], [-2.203, -1.617, -2.248], [4.694, -1.042, -1.128], [3.668, -0.532, -1.527], [2.539, -0.597, -0.885], [3.633, 0.222, -2.842], [4.809, 0.132, -3.589], [4.950, 0.754, -4.815], [3.893, 1.501, -5.314], [2.724, 1.616, -4.583], [2.557, 0.978, -3.346], [0.939, 1.256, -2.645], [5.612, -0.449, -3.158], [5.875, 0.665, -5.369], [3.977, 2.002, -6.271], [1.904, 2.208, -4.968], [1.443, 1.446, 5.258], [1.389, 2.389, 4.151], [1.056, 3.731, 4.261], [1.086, 4.238, 3.015], [1.423, 3.204, 2.168], [1.589, 2.061, 2.851], [2.016, 0.493, 2.304], [1.754, 1.979, 6.154], [2.169, 0.674, 5.025], [0.470, 0.984, 5.420], [0.852, 4.193, 5.210], [0.911, 5.236, 2.655], [1.556, 3.315, 1.154], [-4.860, 0.841, -1.325], [-4.353, 0.332, 0.030], [-4.741, 1.323, 1.135], [-4.990, -1.033, 0.325], [-2.883, 0.207, -0.012], [-1.662, 0.152, -0.050], [-5.946, 0.965, -1.304], [-4.609, 0.134, -2.118], [-4.404, 1.801, -1.573], [-5.830, 1.415, 1.192], [-4.316, 2.308, 0.937], [-4.369, 0.983, 2.103], [-6.080, -0.947, 0.332], [-4.670, -1.411, 1.299], [-4.702, -1.763, -0.434], [1.795, 3.203, -0.691], [1.249, 2.093, -0.757], [2.107, 3.634, -1.560]]}


| no. | strongest force on any atom (eV Å⁻¹) |
| --- | --- |
| 1 | 6.1 |
| 2 | 5.7 |
| 3 | 0.8 |